Record 1
ORCA calculation (ωB97M-V with the def2-TZVPD basis set) on C40H44N10OV as an isolated structure.

Structure (XYZ):
```
96
Properties=species:S:1:pos:R:3:lowdin_spin:R:1
V -23.672 8.622 -6.153 2.696
C -27.127 7.941 -3.629 0.001
N -25.864 7.465 -4.188 0.017
C -24.681 7.833 -3.406 0.013
C -25.727 6.693 -5.308 0.012
N -24.514 6.792 -5.956 0.012
C -23.802 5.711 -6.464 0.008
C -23.787 4.527 -5.731 0.003
C -23.304 3.307 -6.244 0.000
C -22.679 3.261 -7.494 0.003
C -22.599 4.466 -8.273 0.001
C -22.150 4.387 -9.624 0.000
C -22.263 5.502 -10.415 0.000
C -22.783 6.709 -9.938 0.000
C -23.195 6.875 -8.611 0.007
N -23.527 8.145 -8.127 0.018
C -24.036 9.109 -8.984 0.019
N -25.047 8.842 -9.831 0.003
C -26.110 7.853 -9.511 0.001
C -25.120 9.363 -11.194 0.001
N -23.457 10.339 -8.996 0.022
C -24.238 11.525 -9.396 0.002
C -22.108 10.626 -8.419 0.009
C -23.188 5.716 -7.790 0.007
N -26.794 5.935 -5.719 0.005
C -26.803 5.270 -7.040 0.001
C -27.794 5.447 -4.776 0.001
H -27.097 8.998 -3.323 0.000
H -27.457 7.340 -2.774 0.000
H -27.860 7.903 -4.430 0.000
H -24.324 7.077 -2.689 0.000
H -24.899 8.749 -2.866 0.000
H -23.873 7.984 -4.161 0.008
H -24.064 4.600 -4.662 0.000
H -23.343 2.371 -5.717 0.000
H -22.243 2.361 -7.878 0.000
H -21.817 3.443 -10.036 0.000
H -21.921 5.358 -11.446 0.000
H -22.728 7.615 -10.530 0.000
H -26.304 7.886 -8.451 0.001
H -25.753 6.861 -9.758 0.000
H -26.989 8.117 -10.074 0.000
H -24.282 10.031 -11.415 0.000
H -26.023 9.976 -11.320 0.000
H -25.127 8.537 -11.907 0.000
H -23.823 11.989 -10.298 0.000
H -24.356 12.252 -8.571 0.001
H -25.223 11.227 -9.701 0.000
H -22.108 11.664 -8.062 0.000
H -21.345 10.480 -9.161 0.000
H -21.911 9.976 -7.607 0.005
H -26.065 5.753 -7.699 0.000
H -27.804 5.443 -7.445 0.000
H -26.568 4.174 -6.949 0.000
H -27.403 5.434 -3.754 0.000
H -28.031 4.401 -5.075 0.000
H -28.728 6.018 -4.769 0.000
C -16.228 17.359 1.212 0.000
O -15.808 16.062 0.685 0.000
C -16.734 15.395 -0.004 0.000
C -16.278 14.180 -0.546 0.000
C -17.137 13.494 -1.358 0.000
C -18.448 13.985 -1.624 0.000
C -18.913 15.200 -1.064 0.000
C -18.065 15.883 -0.211 0.000
C -19.304 13.093 -2.367 0.000
N -18.891 11.948 -2.945 -0.001
C -20.046 11.417 -3.453 0.000
C -21.154 12.216 -3.184 -0.001
N -20.652 13.290 -2.513 -0.001
C -22.439 11.962 -3.687 0.001
C -23.581 12.771 -3.516 0.005
C -24.732 12.432 -4.219 0.001
C -24.735 11.334 -5.078 0.017
N -23.691 10.478 -5.165 0.029
C -22.537 10.782 -4.487 0.008
C -21.425 9.884 -4.716 0.015
N -21.704 8.783 -5.475 0.008
C -20.749 7.886 -5.649 0.018
C -19.503 8.024 -5.057 -0.004
C -19.170 9.214 -4.357 0.018
C -20.171 10.162 -4.136 0.001
H -15.328 17.899 1.394 0.000
H -16.745 17.204 2.152 0.000
H -16.832 17.909 0.474 0.000
H -15.274 13.842 -0.338 0.000
H -16.881 12.549 -1.846 0.000
H -19.907 15.597 -1.358 0.000
H -18.459 16.722 0.367 0.000
H -21.145 14.071 -2.142 0.000
H -23.532 13.606 -2.790 0.000
H -25.661 13.012 -4.218 0.000
H -25.586 11.156 -5.716 0.005
H -20.924 7.040 -6.333 0.001
H -18.774 7.229 -5.173 -0.001
H -18.172 9.394 -3.970 0.001
```

The HOMO energy (spin up / spin down) is -11.529 / -11.531 eV. The spin multiplicity is 4. As for the net charge: +2. The HOMO-LUMO gap (spin up / spin down) is 5.766 / 5.766 eV.

---

Record 2
ORCA calculation (ωB97M-V with the def2-TZVPD basis set) on a 6-piece molecular cluster, C30H45N2O19PS overall.

Structure (XYZ):
```
98
Properties=species:S:1:pos:R:3:lowdin_charge:R:1
C 1.464 6.324 -5.999 -0.078
C 1.174 5.623 -4.574 -0.243
O 0.426 6.459 -3.642 -0.064
C -0.646 5.727 -3.045 -0.310
O -1.628 5.321 -3.762 0.012
C -0.743 5.403 -1.449 -0.082
C -1.283 3.921 -1.133 -0.158
C -0.145 2.796 -0.976 -0.167
C 1.157 3.008 -1.896 -0.246
C 2.277 3.923 -1.146 -0.148
N 2.843 4.686 -0.384 0.131
C 1.940 1.605 -2.238 -0.321
C 2.568 1.008 -0.891 -0.166
N 3.216 0.527 0.020 0.142
P 0.897 0.380 -3.235 0.377
O -0.527 1.046 -3.898 -0.234
O 0.598 -0.985 -2.226 -0.301
S 2.012 -0.302 -4.711 0.253
H 1.799 7.418 -5.901 0.085
H 0.587 6.167 -6.729 0.088
H 2.370 5.750 -6.451 0.087
H 2.168 5.304 -4.087 0.122
H 0.596 4.651 -4.802 0.122
H -1.561 6.135 -1.061 0.134
H 0.216 5.698 -0.882 0.113
H -1.829 3.984 -0.109 0.126
H -2.116 3.646 -1.891 0.126
H -0.632 1.795 -1.303 0.085
H 0.209 2.618 0.107 0.139
H 0.919 3.471 -2.931 0.123
H 2.815 1.925 -2.930 0.129
H -1.036 0.261 -4.232 0.086
H 1.162 -1.751 -2.515 0.071
C -1.803 -0.300 4.161 -0.014
C -1.804 -0.617 2.682 -0.331
C -0.430 -0.732 2.092 -0.111
O -0.651 -0.364 0.734 0.054
C -1.722 0.476 0.732 -0.518
O -2.054 1.149 -0.210 0.101
O -2.363 0.460 1.933 0.095
H -2.828 -0.205 4.530 0.088
H -1.295 -1.079 4.732 0.069
H -1.312 0.659 4.356 0.095
H -2.403 -1.514 2.487 0.164
H -0.030 -1.741 2.159 0.109
H 0.292 -0.032 2.526 0.149
C 0.483 -4.213 8.183 -0.016
C 0.474 -4.529 6.704 -0.338
C 1.844 -4.640 6.112 -0.104
O 1.623 -4.273 4.756 0.078
C 0.549 -3.434 4.756 -0.495
O 0.212 -2.762 3.817 0.128
O -0.090 -3.452 5.958 0.092
H -0.540 -4.122 8.558 0.088
H 0.995 -4.993 8.750 0.091
H 0.972 -3.255 8.377 0.095
H -0.123 -5.426 6.509 0.163
H 2.247 -5.652 6.180 0.148
H 2.565 -3.940 6.547 0.136
C -3.794 4.010 -5.042 -0.032
C -4.918 4.171 -6.044 -0.342
C -5.746 2.932 -6.219 -0.116
O -6.222 3.069 -7.552 0.061
C -5.290 3.808 -8.220 -0.534
O -5.255 3.938 -9.412 0.153
O -4.401 4.375 -7.356 0.089
H -3.214 4.931 -4.973 0.055
H -4.180 3.764 -4.050 0.093
H -3.098 3.226 -5.356 0.093
H -5.537 5.036 -5.784 0.161
H -6.577 2.882 -5.513 0.140
H -5.165 2.006 -6.153 0.140
C 7.036 -4.704 6.500 -0.020
C 6.190 -3.942 7.497 -0.347
C 6.871 -3.722 8.815 -0.109
O 5.774 -3.635 9.715 0.070
C 4.768 -4.375 9.170 -0.529
O 3.771 -4.700 9.758 0.147
O 5.044 -4.701 7.873 0.069
H 6.483 -4.854 5.570 0.088
H 7.961 -4.168 6.275 0.094
H 7.286 -5.699 6.879 0.093
H 5.844 -2.999 7.059 0.162
H 7.461 -2.803 8.832 0.144
H 7.506 -4.559 9.123 0.144
C -1.418 -3.415 -2.510 -0.015
C -2.549 -3.248 -3.501 -0.345
C -3.388 -4.481 -3.667 -0.113
O -3.875 -4.343 -4.995 0.066
C -2.943 -3.612 -5.674 -0.532
O -2.919 -3.485 -6.865 0.162
O -2.042 -3.049 -4.818 0.080
H -0.830 -2.496 -2.448 0.043
H -1.797 -3.656 -1.514 0.096
H -0.730 -4.204 -2.828 0.098
H -3.160 -2.377 -3.237 0.161
H -4.213 -4.524 -2.953 0.142
H -2.813 -5.411 -3.604 0.142
```

The HOMO energy is -9.336 eV. Its SMILES is CCOC(=O)CCC[C@@H](C#N)[C@@H](C#N)P(O)(O)=S.C[C@@H]1COC(=O)O1.C[C@@H]1COC(=O)O1.C[C@@H]1COC(=O)O1.C[C@@H]1COC(=O)O1.C[C@@H]1COC(=O)O1. As for the net charge: 0. The HOMO-LUMO gap is 9.143 eV.

---

Record 3
ORCA calculation (ωB97M-V with the def2-TZVPD basis set) on C23H22IrN2O2S3 as an isolated structure.

Structure (XYZ):
```
53
Properties=species:S:1:pos:R:3:nbo_charge:R:1
Ir -0.665 -0.456 0.254 0.696
C 2.186 -1.285 0.875 -0.416
N 1.266 -1.177 -0.284 -0.448
C 1.699 -0.071 -1.183 -0.233
C 0.667 0.156 -2.269 -0.240
N -0.719 0.346 -1.727 -0.441
C -1.667 -0.330 -2.672 -0.409
C -1.227 1.730 -1.668 0.209
C -0.906 2.681 -2.622 -0.274
C -1.542 3.914 -2.623 -0.197
C -2.533 4.182 -1.690 -0.199
C -2.866 3.228 -0.744 -0.208
C -2.211 2.001 -0.714 -0.220
S -2.546 0.869 0.601 0.146
C 1.213 -2.464 -1.003 0.154
C 2.381 -2.987 -1.549 -0.244
C 2.364 -4.195 -2.220 -0.239
C 1.161 -4.886 -2.338 -0.193
C 0.004 -4.368 -1.796 -0.212
C 0.001 -3.142 -1.114 -0.212
S -1.492 -2.519 -0.448 -0.078
H 3.202 -1.498 0.538 0.190
H 1.835 -2.078 1.530 0.259
H 2.178 -0.341 1.420 0.213
H 2.657 -0.311 -1.655 0.209
H 1.840 0.816 -0.567 0.228
H 0.633 -0.733 -2.898 0.228
H 0.975 0.987 -2.901 0.217
H -1.629 0.189 -3.632 0.190
H -2.671 -0.274 -2.258 0.229
H -1.398 -1.374 -2.782 0.235
H -0.172 2.479 -3.391 0.215
H -1.271 4.654 -3.364 0.218
H -3.040 5.138 -1.691 0.221
H -3.620 3.435 0.005 0.229
H 3.317 -2.450 -1.446 0.209
H 3.276 -4.596 -2.641 0.217
H 1.131 -5.836 -2.856 0.217
H -0.932 -4.906 -1.887 0.223
O 0.628 -1.903 3.868 -0.635
C 0.063 -1.076 3.170 0.771
O -0.494 -1.392 2.047 -0.724
C -0.031 0.336 3.713 -0.178
C -0.052 0.437 5.103 -0.156
C -0.125 1.663 5.741 -0.203
C -0.153 2.832 4.990 -0.204
C -0.121 2.756 3.614 -0.236
C -0.068 1.515 2.963 -0.104
S -0.030 1.624 1.221 0.081
H 0.001 -0.482 5.669 0.244
H -0.152 1.707 6.822 0.216
H -0.200 3.797 5.477 0.216
H -0.142 3.656 3.012 0.220
```

The HOMO energy (spin up / spin down) is -7.401 / -7.392 eV. The spin multiplicity is 2. As for the net charge: 0. The HOMO-LUMO gap (spin up / spin down) is 7.688 / 5.183 eV.

---

Record 4
ORCA calculation (ωB97M-V with the def2-TZVPD basis set) on C40H29As2F6N9ScSe as an isolated structure.

Structure (XYZ):
```
88
Properties=species:S:1:pos:R:3:lowdin_charge:R:1
Sc 1.118 0.371 1.175 0.512
C -1.565 -2.254 1.052 -0.442
C -2.460 -1.146 0.496 -0.397
As -1.521 0.629 0.441 1.184
C -2.869 1.766 1.274 -0.357
C -4.234 1.506 1.254 -0.114
C -5.129 2.401 1.830 -0.101
C -4.662 3.558 2.434 -0.098
C -3.300 3.829 2.448 -0.089
C -2.409 2.942 1.865 -0.122
C -1.207 1.282 -1.246 -0.407
C 0.173 1.179 -1.795 -0.295
C 0.480 2.126 -3.049 -0.146
C -0.759 2.745 -3.598 -0.062
C -1.947 2.196 -3.362 -0.047
C -2.038 0.975 -2.480 -0.266
As 0.240 -2.219 0.291 1.256
C 1.099 -3.666 1.269 -0.361
C 2.085 -4.429 0.652 -0.100
C 2.752 -5.413 1.365 -0.083
C 2.447 -5.637 2.701 -0.095
C 1.472 -4.871 3.323 -0.086
C 0.802 -3.886 2.610 -0.140
C 0.024 -3.001 -1.464 -0.380
C -1.124 -3.708 -1.803 -0.111
C -1.279 -4.208 -3.089 -0.089
C -0.284 -4.009 -4.036 -0.087
C 0.869 -3.319 -3.695 -0.070
C 1.024 -2.806 -2.414 -0.126
H -2.004 -3.248 0.939 0.066
H -1.413 -2.087 2.121 0.045
H -3.341 -1.048 1.130 0.049
H -2.795 -1.377 -0.518 0.057
H -4.614 0.609 0.779 0.088
H -6.192 2.192 1.804 0.095
H -5.359 4.250 2.890 0.096
H -2.928 4.731 2.918 0.101
H -1.348 3.174 1.856 0.076
H 1.024 1.264 -1.109 0.073
H 1.279 2.854 -2.891 0.135
H -0.664 3.643 -4.199 0.103
H -2.852 2.635 -3.769 0.103
H -3.079 0.713 -2.276 0.128
H 2.340 -4.248 -0.385 0.094
H 3.521 -6.000 0.878 0.102
H 2.973 -6.402 3.258 0.098
H 1.236 -5.031 4.367 0.102
H 0.053 -3.289 3.115 0.065
H -1.914 -3.862 -1.078 0.091
H -2.182 -4.745 -3.351 0.099
H -0.411 -4.388 -5.042 0.101
H 1.644 -3.154 -4.432 0.109
H 1.914 -2.252 -2.149 0.071
N 4.171 2.053 0.258 0.155
C 4.021 0.756 -0.172 -0.463
N 4.907 0.142 -0.931 0.040
N 4.398 -1.097 -1.099 -0.072
N 3.273 -1.214 -0.504 -0.083
N 2.985 -0.037 0.128 -0.084
C 3.176 2.799 0.839 -0.458
N 3.301 4.061 1.192 0.053
N 2.093 4.381 1.712 -0.054
N 1.295 3.384 1.671 -0.041
N 1.954 2.328 1.113 -0.084
H 5.002 2.538 -0.033 0.144
F 0.609 5.260 5.508 0.125
C 0.725 3.993 5.108 -0.140
C -0.408 3.234 4.879 -0.145
F -1.619 3.773 5.063 0.111
C -0.279 1.919 4.467 -0.273
F -1.400 1.215 4.277 0.073
C 0.961 1.338 4.254 -0.522
Se 1.121 -0.462 3.623 0.699
C 2.081 2.120 4.506 -0.277
F 3.309 1.628 4.313 0.080
C 1.977 3.431 4.933 -0.161
F 3.066 4.165 5.158 0.122
F -0.970 -0.158 -6.860 0.018
C -0.631 0.022 -5.548 -0.294
C -1.505 -0.458 -4.605 0.046
C -1.256 -0.247 -3.152 -0.208
C 0.190 0.075 -2.845 -0.071
C 0.966 0.846 -3.878 -0.186
C 0.557 0.663 -5.286 0.036
H -2.409 -0.954 -4.939 0.117
H -1.563 -1.139 -2.592 0.115
H 2.049 0.752 -3.759 0.143
H 1.165 1.024 -6.105 0.111
```

The HOMO energy (spin up / spin down) is -3.864 / -3.889 eV. As for the net charge: -1. The HOMO-LUMO gap (spin up / spin down) is 5.789 / 6.012 eV.

---

Record 5
ORCA calculation (ωB97M-V with the def2-TZVPD basis set) on C7H11I2N2O5STi as an isolated structure.

Structure (XYZ):
```
29
Properties=species:S:1:pos:R:3:nbo_charge:R:1
C -0.344 -4.095 -5.366 -0.791
I 0.915 -2.685 -4.479 0.153
H -1.324 -3.981 -4.930 0.219
H 0.049 -5.079 -5.171 0.208
H -0.375 -3.911 -6.429 0.207
C 0.727 -2.846 2.706 -0.118
C 0.314 -1.429 0.973 0.018
N 1.032 -1.622 2.157 -0.415
H -0.718 -4.382 1.999 0.194
I -2.944 0.354 1.540 -0.587
N -0.517 -2.511 0.929 -0.409
H 1.184 -3.262 3.593 0.192
Ti -0.573 0.397 0.386 1.156
C 0.720 -0.817 -0.751 0.540
O 1.531 -1.095 -1.587 -0.632
C -0.230 -3.416 1.931 -0.086
C -1.539 -2.768 -0.056 -0.426
H -2.523 -2.629 0.400 0.203
H -1.476 -3.805 -0.407 0.167
H -1.457 -2.096 -0.915 0.271
C 1.939 -0.700 2.809 -0.396
H 2.830 -1.210 3.194 0.171
H 1.456 -0.235 3.675 0.182
H 2.237 0.089 2.122 0.253
O 0.622 1.796 0.575 -1.012
S 0.350 3.052 -0.602 1.690
O 1.708 3.486 -0.965 -1.054
O -0.751 -0.071 -1.324 -0.848
O -0.477 3.997 0.140 -1.050
```

The HOMO energy (spin up / spin down) is 1.199 / 0.141 eV. The spin multiplicity is 2. As for the net charge: -2. The HOMO-LUMO gap (spin up / spin down) is 2.623 / 3.678 eV.

---

Record 6
ORCA calculation (ωB97M-V with the def2-TZVPD basis set) on a 14-piece molecular cluster, C17H62N4O14 overall.

Structure (XYZ):
```
97
Properties=species:S:1:pos:R:3:lowdin_charge:R:1
C -1.158 3.976 1.794 -0.104
C -2.305 4.078 2.755 -0.337
O -2.805 5.396 2.694 -0.080
H -1.538 4.091 0.751 0.082
H -0.627 2.977 1.977 0.073
H -0.288 4.641 1.953 0.081
H -2.055 3.908 3.783 0.105
H -3.084 3.350 2.512 0.092
H -3.574 5.354 2.107 0.086
C 0.669 3.190 -0.964 -0.080
C 1.872 2.889 -1.793 -0.349
O 2.975 3.594 -1.345 -0.058
H -0.201 2.862 -1.455 0.062
H 0.555 4.291 -0.790 0.101
H 0.757 2.811 0.028 0.041
H 1.722 3.325 -2.745 0.094
H 2.046 1.820 -1.874 0.087
H 3.613 3.553 -2.045 0.081
C 0.425 -0.424 -0.539 -0.042
C -0.853 0.015 0.191 -0.326
O -0.840 -0.368 1.510 -0.077
H 0.406 0.011 -1.574 0.079
H 0.422 -1.530 -0.642 0.063
H 1.264 -0.171 0.042 0.037
H -1.763 -0.357 -0.293 0.094
H -0.922 1.079 0.093 0.081
H -0.179 0.109 1.979 -0.003
C 2.095 1.430 3.401 -0.543
O 1.070 1.158 2.498 -0.122
N 2.523 0.595 4.294 0.178
N 2.799 2.590 3.387 0.159
H 2.016 -0.271 4.420 0.075
H 3.287 0.817 4.964 0.146
H 2.659 3.145 2.523 0.133
H 3.474 2.904 4.024 0.088
C -5.397 -0.025 -1.350 -0.697
O -5.610 -1.194 -1.966 -0.080
N -4.326 0.607 -1.553 0.189
N -6.273 0.637 -0.635 0.143
H -3.586 0.055 -1.975 0.064
H -3.977 1.443 -1.086 0.128
H -7.126 0.111 -0.524 0.124
H -6.135 1.523 -0.122 0.137
C -2.315 -3.244 0.648 -0.151
O -0.943 -3.442 0.692 -0.113
H -2.925 -3.974 1.223 0.093
H -2.596 -3.342 -0.429 0.077
H -2.560 -2.271 0.977 0.041
H -0.586 -2.640 1.012 0.008
C 2.648 -2.965 0.660 -0.145
O 3.960 -3.317 1.121 -0.123
H 2.048 -3.869 0.868 0.085
H 2.678 -2.753 -0.422 0.056
H 2.322 -2.004 1.141 0.084
H 4.175 -2.852 1.918 0.047
C 0.519 1.096 -5.126 -0.130
O 0.179 0.114 -4.202 -0.165
H -0.252 1.176 -5.824 0.062
H 1.431 0.750 -5.614 0.093
H 0.630 2.054 -4.565 0.093
H 0.404 -0.767 -4.623 0.135
C 3.523 -0.584 -2.745 -0.131
O 4.620 -0.762 -3.679 -0.137
H 2.562 -0.500 -3.281 0.067
H 3.748 0.327 -2.129 0.068
H 3.464 -1.393 -1.987 0.064
H 5.478 -0.822 -3.225 0.081
C -2.143 -1.850 -2.669 -0.174
O -2.204 -0.486 -2.961 -0.148
H -1.300 -2.277 -2.091 0.064
H -2.164 -2.444 -3.566 0.079
H -3.082 -2.158 -2.249 0.062
H -1.308 -0.188 -3.308 0.068
C 4.032 1.067 0.717 -0.151
O 4.257 -0.290 0.489 -0.103
H 4.600 1.372 1.570 0.074
H 2.908 1.162 0.884 0.080
H 4.243 1.602 -0.166 0.049
H 4.308 -0.697 1.319 0.031
C 0.788 -3.048 3.916 -0.116
O 0.716 -1.622 4.145 -0.138
H 0.263 -3.294 2.940 0.075
H 0.233 -3.598 4.735 0.093
H 1.785 -3.535 3.819 0.085
H -0.194 -1.405 4.249 0.073
C -3.938 0.523 2.166 -0.182
O -5.293 0.397 2.093 -0.107
H -3.568 -0.407 1.776 0.057
H -3.509 0.712 3.143 0.089
H -3.687 1.333 1.447 0.071
H -5.558 0.114 1.239 0.013
C 0.620 -4.355 -2.318 -0.131
O 1.340 -3.181 -2.681 -0.126
H -0.425 -4.257 -2.456 0.058
H 0.849 -4.587 -1.283 0.065
H 0.956 -5.236 -2.831 0.074
H 2.239 -3.375 -2.889 0.057
```

The HOMO energy is -9.106 eV. As for the net charge: 0. The HOMO-LUMO gap is 9.154 eV.